DFT (ωB97M-V with the def2-TZVPD basis set) results for a 2-piece molecular cluster, C2H3FO2S overall.

## Properties
SMILES ... C=C=O.OSF
Orbital gap ... 9.4 eV
Electronic energy ... -19767.69413 eV

Last column: natural (NBO) charge in e.
CARTESIAN COORDINATES (ANGSTROEM)
C1 2.4442 0.6526 -0.1154  0.71
C2 1.7212 -0.3324 -0.5379  -0.79
O1 3.0169 1.5780 0.3336  -0.46
O2 -2.1686 0.7491 0.7569  -0.82
F1 -2.6213 -1.0647 -0.9208  -0.49
S1 -1.9066 -0.8379 0.5282  0.82
H1 -3.0795 0.7099 1.2956  0.50
H2 1.4345 -0.4328 -1.5751  0.27
H3 1.1592 -1.0217 0.2348  0.27


DFT (ωB97M-V with the def2-TZVPD basis set) results for one molecule with the formula C22H19F3N2O4.

## Properties
SMILES ... Cc1noc(=O)c2ccc(NC(=O)[C@@](O)(C[C@@H]3CCc4ccccc43)C(F)(F)F)cc12
Orbital gap ... 8.8 eV
Electronic energy ... -42442.05643 eV

Last column: natural (NBO) charge in e.
CARTESIAN COORDINATES (ANGSTROEM)
O1 -1.7950 -6.1276 -0.8956  -0.58
O2 1.9765 -0.4347 0.1424  -0.58
F1 4.4266 1.0114 -1.1952  -0.29
F2 3.2125 0.1687 -2.7194  -0.33
F3 3.8379 2.2665 -2.7062  -0.34
N1 -4.2395 -3.9038 -2.3673  -0.09
O3 -3.5995 -5.1375 -2.0068  -0.34
O4 1.1259 2.3803 -1.8103  -0.72
C1 -2.4170 -5.1262 -1.2933  0.74
C2 1.4822 0.2215 -0.7472  0.66
C3 -3.6649 -2.7425 -2.2038  0.21
C4 -0.9290 0.0419 3.3920  -0.18
C5 -1.5894 0.3774 2.2331  -0.23
C6 -0.2544 -3.8444 -0.6728  -0.14
C7 0.4723 -2.6526 -0.7553  -0.22
C8 -1.4182 -1.6248 -1.8793  -0.24
C9 0.1795 0.6629 3.9507  -0.22
C10 -0.8471 1.2079 1.4659  -0.24
C11 -1.5591 -3.8796 -1.1800  -0.13
C12 -2.2042 -2.7908 -1.8301  -0.07
C13 -0.1656 -1.4842 -1.2669  0.25
C14 0.8003 1.6587 3.2491  -0.03
C15 0.3054 1.8800 1.9240  0.07
N2 0.3811 -0.2387 -1.3794  -0.62
C16 -4.4111 -1.4800 -2.6735  -0.64
C17 3.3727 1.2581 -1.8959  0.97
C18 1.9181 2.6751 3.4290  -0.43
C19 1.7743 3.6917 2.1846  -0.38
C20 2.4026 2.2806 0.2704  -0.41
C21 2.0888 1.5497 -1.0501  0.09
C22 1.1603 2.8270 1.0663  -0.27
H1 1.6187 3.1280 -2.2004  0.50
H2 -1.2511 -0.9197 4.0050  0.21
H3 -2.5976 0.1269 1.9143  0.23
H4 0.1450 -4.7002 -0.3641  0.23
H5 1.5361 -2.7071 -0.5793  0.25
H6 -1.9606 -0.8296 -2.3659  0.20
H7 0.6079 0.2455 4.8389  0.22
H8 -1.2395 1.4851 0.5237  0.19
H9 -0.1304 0.5871 -1.7404  0.43
H10 -4.0951 -1.2192 -3.6883  0.24
H11 -5.4986 -1.6001 -2.6532  0.25
H12 -4.0627 -0.7662 -1.9392  0.22
H13 1.8470 3.3376 4.3638  0.23
H14 2.9282 2.2194 3.2449  0.22
H15 1.1099 4.5652 2.4414  0.21
H16 2.7824 4.1191 1.9934  0.21
H17 3.0509 1.6809 0.9652  0.26
H18 2.9578 3.1294 -0.0203  0.21
H19 0.4286 3.4262 0.4816  0.23


DFT (ωB97M-V with the def2-TZVPD basis set) results for C25H35BN6O3SSc as an isolated structure.

## Properties
Orbital gap ... 9.1 eV
Electronic energy ... -73789.75179 eV
Net charge ... +1

Last column: Löwdin charge in e.
CARTESIAN COORDINATES (ANGSTROEM)
Sc1 0.1380 0.0080 0.7954  1.21
C1 -3.1044 0.0922 1.9259  -0.07
C2 -2.9057 -0.4278 3.3349  -0.36
C3 -3.5654 -1.7963 3.5193  -0.05
C4 -1.4666 -0.4807 3.7510  -0.24
C5 -0.9945 -0.6039 5.0550  0.02
C6 0.3789 -0.5749 4.9483  -0.03
N1 0.7113 -0.4561 3.6612  -0.02
N2 -0.4273 -0.4055 2.8965  0.02
B1 2.1326 -0.2845 3.0966  -0.51
N3 2.4300 -1.3452 2.0120  -0.02
C7 3.4622 -2.1852 2.0142  -0.03
C8 3.4246 -2.9420 0.8628  0.02
C9 2.3145 -2.4926 0.1582  -0.23
N4 1.6906 -1.5226 0.8676  0.04
C10 1.8934 -3.0536 -1.1702  -0.36
C11 1.0537 -4.3179 -0.9630  -0.04
C12 1.1944 -2.0838 -2.1056  -0.06
N5 2.2816 1.1359 2.5102  -0.02
C13 3.1703 2.0619 2.8684  -0.03
C14 2.8763 3.2329 2.2000  0.02
C15 1.7659 2.9448 1.4126  -0.23
N6 1.4067 1.6565 1.5937  0.04
C16 1.0329 3.9525 0.5725  -0.35
C17 -0.4756 3.9046 0.7955  -0.05
C18 1.4143 3.9199 -0.9066  -0.04
H1 -4.1644 0.2365 1.7161  0.10
H2 -2.7467 -0.6216 1.1821  0.06
H3 -2.6239 1.0619 1.7531  0.08
H4 -3.3775 0.2760 4.0292  0.15
H5 -3.0849 -2.5407 2.8810  0.09
H6 -4.6192 -1.7494 3.2471  0.09
H7 -3.4954 -2.1439 4.5493  0.08
H8 -1.5802 -0.6832 5.9526  0.12
H9 1.1533 -0.6250 5.6944  0.14
H10 2.9258 -0.4254 3.9800  0.13
H11 4.1550 -2.1797 2.8377  0.14
H12 4.1152 -3.7049 0.5540  0.12
H13 2.8381 -3.3405 -1.6425  0.14
H14 0.1126 -4.0685 -0.4671  0.09
H15 1.5727 -5.0530 -0.3496  0.08
H16 0.8142 -4.7771 -1.9215  0.09
H17 0.1808 -1.8820 -1.7686  0.04
H18 1.1189 -2.5356 -3.0953  0.10
H19 1.7259 -1.1371 -2.2135  0.09
H20 3.9298 1.8243 3.5924  0.13
H21 3.3763 4.1805 2.2818  0.12
H22 1.3885 4.9115 0.9643  0.14
H23 -0.9380 3.0258 0.3449  0.04
H24 -0.9425 4.7736 0.3313  0.09
H25 -0.7225 3.9189 1.8584  0.09
H26 1.1365 2.9808 -1.3767  0.05
H27 2.4869 4.0632 -1.0419  0.09
H28 0.9034 4.7293 -1.4286  0.09
C19 -1.8280 -0.1687 -7.2648  -0.03
C20 -1.6745 -0.0001 -5.7812  -0.25
C21 -1.8584 -1.0638 -4.9079  -0.01
C22 -1.7184 -0.8883 -3.5380  -0.04
C23 -1.4023 0.3709 -3.0515  -0.29
C24 -1.2164 1.4600 -3.8994  -0.03
C25 -1.3493 1.2543 -5.2558  -0.02
S1 -1.2620 0.5860 -1.3471  0.55
O1 -2.1638 1.6006 -0.8981  -0.24
O2 -1.4029 -0.7205 -0.6328  -0.38
O3 0.1812 0.9511 -1.0230  -0.39
H29 -2.0792 -1.1939 -7.5267  0.08
H30 -0.9076 0.1036 -7.7825  0.09
H31 -2.6173 0.4843 -7.6377  0.09
H32 -2.1159 -2.0402 -5.2960  0.12
H33 -1.8691 -1.7165 -2.8619  0.12
H34 -0.9817 2.4420 -3.5143  0.13
H35 -1.2059 2.0877 -5.9318  0.13


> orbital gap of number 1 (C2H3FO2S)?

9.4 eV